# 1
A 11-piece molecular cluster, C34H59ClN20O13 overall. Source: the Open Molecules 2025 dataset; level of theory: ωB97M-V with the def2-TZVPD basis set.

Geometry as XYZ:
```
127
Properties=species:S:1:pos:R:3:mulliken_charge:R:1
C 3.7203 6.4712 0.9871 -1.427
C 2.3699 5.7856 1.2534 0.113
Cl 2.2717 5.1363 2.9223 -0.206
C 1.9729 4.7136 0.2155 -0.795
C 2.4528 3.3145 0.5277 0.746
C 3.8238 3.1252 0.7137 -0.605
C 4.3692 1.8943 1.0199 -1.654
C 3.5286 0.7951 1.0955 0.662
C 2.1516 0.9407 0.9066 0.292
C 1.5977 2.2064 0.6430 0.597
C 0.1078 2.3540 0.4858 -0.698
O -0.4877 2.2005 1.7597 -0.179
C -1.8389 2.3557 1.8118 0.722
C -2.4283 2.0936 3.0486 -0.855
C -3.7924 2.2381 3.2378 -0.294
C -4.5996 2.6584 2.1816 -1.221
C -4.0161 2.8959 0.9450 -0.754
C -2.6458 2.7455 0.7476 -0.371
C 1.3495 -0.3315 0.9692 0.233
O 0.2343 -0.4293 1.4125 -0.578
C 2.0560 -1.5384 0.4384 0.567
C 1.3527 -2.5125 -0.2611 -0.680
C 2.0454 -3.6190 -0.7349 -0.773
C 3.4080 -3.7635 -0.4776 -0.160
C 4.1033 -2.7928 0.2292 -1.480
C 3.4244 -1.6637 0.6721 0.759
C 4.0963 -0.5525 1.3874 -0.103
O 5.0386 -0.7156 2.1206 -0.583
H 4.2528 6.0063 0.1643 0.374
H 3.5493 7.5137 0.7242 0.299
H 4.3486 6.4655 1.8728 0.380
H 1.6081 6.5560 1.2030 0.519
H 0.8961 4.7739 0.1299 0.010
H 2.3624 5.0336 -0.7500 0.428
H 4.5000 3.9618 0.6262 0.181
H 5.4307 1.7776 1.1786 0.480
H -0.1439 3.3430 0.1167 0.493
H -0.2790 1.6335 -0.2411 0.534
H -1.7951 1.7676 3.8639 0.479
H -4.2095 2.0244 4.2082 0.995
H -5.6609 2.7893 2.3306 0.523
H -4.6712 3.2120 0.1456 0.493
H -2.2312 2.9334 -0.2316 0.477
H 0.2957 -2.3584 -0.4229 0.518
H 1.5210 -4.3716 -1.3060 0.456
H 3.8987 -4.6567 -0.8463 0.646
H 5.1583 -2.9077 0.4347 0.477
C 4.7459 -7.6588 -1.0380 0.631
O 4.7497 -6.5214 -0.5753 -0.699
N 4.0009 -8.6562 -0.4835 -0.331
N 5.4860 -8.0116 -2.1224 -0.342
H 3.9955 -9.6011 -0.8175 0.133
H 3.4525 -8.4255 0.3232 0.214
H 6.0282 -7.2886 -2.5705 0.227
H 5.4921 -8.9382 -2.5020 0.158
C -6.4958 2.7111 -2.5385 0.579
O -6.4687 3.0684 -1.3704 -0.651
N -7.3160 3.2900 -3.4657 -0.414
N -5.7068 1.7074 -3.0136 -0.320
H -7.3398 3.0135 -4.4297 0.198
H -7.9051 4.0356 -3.1472 0.216
H -5.0964 1.2553 -2.3591 0.225
H -5.6988 1.4261 -3.9762 0.207
C -6.6330 1.6066 6.5907 0.718
O -6.2385 1.5290 5.4289 -0.581
N -5.8382 1.3372 7.6527 -0.313
N -7.9067 1.9922 6.8832 -0.498
H -6.1398 1.4206 8.6041 0.152
H -4.8878 1.0722 7.4706 0.202
H -8.5134 2.1969 6.1113 0.224
H -8.2580 2.0746 7.8176 0.138
C -5.2594 -1.8855 3.6655 0.563
O -6.4593 -2.0609 3.7919 -0.671
N -4.4700 -2.7495 2.9475 -0.371
N -4.5993 -0.8291 4.2182 -0.246
H -3.4833 -2.6246 2.8246 0.155
H -4.9215 -3.5372 2.5245 0.220
H -5.1469 -0.1711 4.7510 0.174
H -3.6136 -0.6786 4.1169 0.163
C -3.9596 4.5529 6.9479 0.639
O -3.8540 3.8855 7.9661 -0.656
N -3.2384 5.7026 6.7611 -0.404
N -4.7874 4.2127 5.9212 -0.184
H -3.2983 6.2641 5.9339 0.163
H -2.6138 5.9765 7.4952 0.229
H -5.3292 3.3659 6.0035 -0.030
H -4.8708 4.7530 5.0811 0.198
C -4.9799 4.2252 -6.2256 0.601
O -5.4436 3.1850 -5.7894 -0.636
N -4.0728 4.2516 -7.2453 -0.440
N -5.3336 5.4423 -5.7174 -0.341
H -3.6779 5.0949 -7.6148 0.152
H -3.7944 3.3705 -7.6342 0.216
H -5.9889 5.4453 -4.9571 0.229
H -4.9689 6.3121 -6.0544 0.170
C 5.4968 -4.4350 -4.2094 0.588
O 5.7599 -5.6166 -4.0322 -0.670
N 5.5511 -3.5354 -3.1782 -0.325
N 5.1290 -3.9268 -5.4156 -0.367
H 5.3349 -2.5627 -3.2789 0.149
H 5.8041 -3.8890 -2.2742 0.180
H 5.0684 -4.5604 -6.2084 0.398
H 4.9152 -2.9570 -5.5458 0.130
C 0.3931 7.5189 -2.0495 0.752
O 1.2465 6.6913 -2.3161 -0.637
N 0.6975 8.8282 -1.7947 -0.425
N -0.9354 7.2029 -1.9771 -0.392
H 0.0126 9.5241 -1.5704 0.154
H 1.6640 9.0905 -1.8407 0.220
H -1.1909 6.2494 -2.1550 0.206
H -1.6525 7.8655 -1.7530 0.155
C 5.8137 -10.7695 1.9295 0.612
O 5.1926 -11.0701 0.9249 -0.613
N 6.2572 -9.4974 2.1509 -0.310
N 6.1102 -11.6775 2.9089 -0.408
H 6.7677 -9.2209 2.9672 0.164
H 6.0479 -8.8102 1.4482 0.168
H 5.7946 -12.6188 2.7713 0.221
H 6.6178 -11.4487 3.7414 0.156
C 4.0088 -6.8548 -7.8784 0.612
O 4.5449 -5.9146 -7.3167 -0.700
N 3.0472 -6.6861 -8.8331 -0.398
N 4.3344 -8.1446 -7.5854 -0.383
H 2.5943 -7.4458 -9.3031 0.162
H 2.7894 -5.7453 -9.0637 0.211
H 5.0336 -8.2874 -6.8798 0.224
H 3.9116 -8.9384 -8.0262 0.169
```

## Properties
- structure (SMILES) = C[C@H](Cl)Cc1ccc2c(c1COc1ccccc1)C(=O)c1ccccc1C2=O.NC(N)=O.NC(N)=O.NC(N)=O.NC(N)=O.NC(N)=O.NC(N)=O.NC(N)=O.NC(N)=O.NC(N)=O.NC(N)=O
- net charge = 0
- HOMO level (eV) = -7.76
- gap between HOMO and LUMO (eV) = 7.7
- max |F| (eV/A) = 0.6


# 2
C34H59N9PPdSi4Te as an isolated structure. Source: the Open Molecules 2025 dataset; level of theory: ωB97M-V with the def2-TZVPD basis set.

Geometry as XYZ:
```
109
Properties=species:S:1:pos:R:3:mulliken_charge:R:1
Pd 0.9505 1.5210 -1.6846 -0.213
N -3.0651 -0.1404 -3.3172 0.184
C -2.1883 0.5664 -2.6181 -0.849
N -0.9276 0.6924 -2.9134 0.102
C -0.4550 0.0857 -4.0860 0.094
N 0.7457 0.2793 -4.5113 -0.964
N 1.5285 1.0217 -3.6878 0.661
C 2.4330 1.7688 -4.1774 -0.855
C 3.3821 2.4054 -3.2560 0.923
C 4.4998 3.0617 -3.7359 -0.802
C 5.4324 3.5536 -2.8323 -0.515
C 5.2190 3.3533 -1.4806 -0.931
C 4.0665 2.6914 -1.0814 -0.319
N 3.1499 2.2496 -1.9360 0.360
C -1.3542 -0.7606 -4.8611 0.902
C -0.9416 -1.4491 -6.0066 -0.425
C -1.8426 -2.2221 -6.7040 -0.852
C -3.1696 -2.3190 -6.2745 -0.524
C -3.5972 -1.6407 -5.1524 -0.924
C -2.6825 -0.8593 -4.4561 0.300
H -4.0380 -0.1394 -3.0478 0.335
H -2.5698 1.0678 -1.7359 0.679
H 2.5437 1.8787 -5.2533 0.450
H 4.6441 3.1730 -4.8028 0.478
H 6.3185 4.0667 -3.1819 0.468
H 5.9308 3.6946 -0.7420 0.500
H 3.8878 2.4971 -0.0312 0.454
H 0.0854 -1.3558 -6.3304 0.510
H -1.5266 -2.7495 -7.5933 0.468
H -3.8708 -2.9292 -6.8281 0.460
H -4.6275 -1.7038 -4.8223 0.445
C 2.8594 1.6068 2.9700 -1.851
C 1.6893 0.6507 2.6872 3.531
C 0.5036 1.0252 3.6011 -1.059
C 2.1426 -0.7760 2.9910 -2.065
C 1.2154 0.7771 1.2587 -2.267
N 1.2791 2.0500 0.5904 1.943
H 3.2200 1.4468 3.9863 0.550
H 2.5535 2.6538 2.9083 0.270
H 3.6976 1.4225 2.2911 0.311
H 0.7938 0.9470 4.6522 0.465
H -0.3446 0.3620 3.4148 -0.286
H 0.1847 2.0527 3.4165 0.183
H 2.5183 -0.8387 4.0140 0.561
H 2.9379 -1.0942 2.3130 0.348
H 1.3096 -1.4762 2.8877 -0.101
C -1.0614 4.6942 1.8160 -0.785
N 0.2206 3.9737 1.7017 0.383
C 1.2796 4.9769 1.4656 -0.911
N 1.0325 5.8195 0.3064 0.135
C -0.2661 6.4765 0.4507 -0.893
N -1.3415 5.4985 0.6370 0.178
C -1.6314 4.7416 -0.5491 -0.832
P -0.1144 3.7060 -1.0656 0.522
C 0.1135 2.9798 0.6610 0.118
C 1.1474 5.0802 -0.9378 -0.878
H -1.0017 5.3545 2.6798 0.353
H -1.8685 3.9772 1.9776 0.317
H 2.2508 4.4909 1.3421 0.283
H 1.3328 5.6022 2.3554 0.313
H -0.4703 7.0866 -0.4285 0.385
H -0.2334 7.1222 1.3268 0.344
H -1.8770 5.4130 -1.3715 0.472
H -2.4790 4.0750 -0.3840 0.349
H 2.1081 2.5568 0.8839 -0.773
H -0.7649 2.3647 0.8756 0.215
H 1.0009 5.7506 -1.7867 0.527
H 2.1510 4.6619 -1.0239 0.329
C -0.8710 -5.8046 0.4421 -0.985
Si -0.0354 -4.3233 -0.3234 0.491
C -0.8435 -3.8255 -1.9390 -0.624
C 1.7905 -4.5561 -0.5352 -1.039
Si -0.5707 -2.4651 1.0918 0.205
Te 0.9141 -0.7396 -0.1572 -0.343
Si -2.7923 -1.7012 1.4709 0.457
C -3.5549 -1.5903 -0.2451 -0.780
C -2.8749 -0.0415 2.3048 -0.490
C -3.6798 -2.9986 2.4670 -1.148
Si -0.0972 -3.9992 3.7769 0.298
C 1.6619 -4.3535 3.3691 -0.882
C -1.2669 -5.4004 3.8799 -1.024
C -0.4872 -2.5589 4.8469 -0.554
H -1.0469 -6.5702 -0.3188 0.469
H -1.8395 -5.5539 0.8806 0.307
H -0.2445 -6.2570 1.2149 0.250
H -0.5058 -4.4943 -2.7364 0.508
H -0.5824 -2.8043 -2.2354 -0.140
H -1.9319 -3.9022 -1.8832 0.341
H 1.9555 -5.2740 -1.3433 0.444
H 2.2669 -4.9545 0.3628 0.334
H 2.2975 -3.6276 -0.8042 0.334
H -3.9298 -0.5794 -0.4245 0.299
H -4.4031 -2.2766 -0.3112 0.517
H -2.8569 -1.8523 -1.0424 -0.059
H -2.2474 0.7020 1.8053 -0.378
H -2.5792 -0.0843 3.3550 0.385
H -3.9110 0.3079 2.2696 0.512
H -3.5532 -3.9969 2.0419 0.347
H -4.7513 -2.7792 2.4588 0.463
H -3.3612 -3.0174 3.5111 0.289
H 1.8012 -5.4206 3.1853 0.369
H 2.2891 -4.0727 4.2219 0.505
H 2.0198 -3.8020 2.4993 0.120
H -0.8006 -6.3370 3.5731 0.439
H -2.1618 -5.2514 3.2760 0.268
H -1.5924 -5.5003 4.9211 0.447
H -0.1975 -1.6030 4.4180 -0.102
H 0.0727 -2.6806 5.7836 0.460
H -1.5481 -2.5313 5.0985 0.405
```

## Properties
- net charge = +3
- 2S+1 = 5
- HOMO level (spin up / spin down) (eV) = -14.29 / -15.11
- gap between HOMO and LUMO (spin up / spin down) (eV) = 6.3 / 5.5
- max |F| (eV/A) = 1.4